Record 1
C5H12N4O | ωB97M-V/def2-TZVPD

For the relative energy (zero: lowest compared OMol25 entry of this formula, charge and spin), the calculation gives 45.3 kcal per mole. As for the total charge: +2. The calculation puts the gap between HOMO and LUMO at 10.29 eV.

Last column: Löwdin charge in e.
Cartesian coordinates (Å):
C -0.40865 -1.36986 0.41282  -0.048
C -0.90049 0.28882 2.04037  -0.228
C 1.14335 0.76499 0.69144  -0.151
C 0.11725 0.24207 -2.53825  -0.042
C 0.74569 -0.87571 -1.67818  -0.154
N 0.36806 -0.63584 -0.28403  0.079
N -0.92307 -1.03107 1.62856  0.178
N -0.09383 1.12178 1.30366  0.165
N -1.62654 0.75425 3.10677  0.242
O 1.98558 0.16885 1.50187  0.163
H -0.71774 -2.38582 0.01991  0.207
H 1.53260 1.46381 -0.04936  0.185
H 0.00520 -0.20198 -3.59481  0.134
H -0.76116 0.54018 -2.14187  0.025
H 0.78970 1.22278 -2.57387  0.128
H 0.27603 -1.67056 -1.98974  0.068
H 1.78515 -0.80388 -1.89948  0.135
H -1.12189 -1.77901 2.32905  0.217
H -0.09804 2.11283 1.53440  0.187
H -2.33537 0.21552 3.67205  0.181
H -1.59929 1.66421 3.59285  0.165
H 2.91109 0.31413 1.27825  0.165

Record 2
C18H23BrF3LiN2O2P | ωB97M-V/def2-TZVPD

As for the total charge: +1. The calculation puts the gap between HOMO and LUMO at 3.92 eV.

Last column: Löwdin charge in e.
Cartesian coordinates (Å):
C 3.24098 2.60923 0.96292  -0.175
C 3.72215 2.17328 -0.44281  -0.433
P 3.75490 0.42356 -0.95703  0.971
C 4.55832 -0.58175 0.36775  -0.430
C 5.05640 0.17665 1.60114  -0.152
C 2.08592 -0.25124 -1.20412  -0.347
C 1.97186 -1.51074 -1.72678  -0.660
Br 3.49822 -2.53962 -2.14522  0.813
C 0.74520 -2.14520 -1.98200  -0.053
C -0.42456 -1.51965 -1.73600  -0.233
O -1.58435 -2.16770 -2.04558  -0.016
C -2.52303 -2.41265 -1.01003  -0.151
C -1.99225 -3.06520 0.25403  -0.401
C -1.02505 -4.21129 0.02789  -0.022
O -1.36842 -2.13335 1.14362  -0.028
C -0.40543 -0.19589 -1.24870  -0.113
N -1.57447 0.46858 -1.07879  0.212
C -1.51075 1.68410 -0.61975  -0.269
C -2.80514 2.42740 -0.41813  -0.099
C -3.43609 2.11077 0.95391  -0.045
C -4.70324 1.30858 0.87997  -0.577
F -5.85022 2.14629 0.81707  -0.020
F -4.91885 0.58173 1.99017  0.135
F -4.81952 0.50877 -0.15906  0.183
C -0.27395 2.28413 -0.29975  -0.056
N 0.85954 1.67638 -0.47288  0.143
C 0.84308 0.41882 -0.96482  -0.168
H 4.06952 3.01476 1.54193  0.063
H 2.81356 1.78735 1.52702  0.051
H 2.49913 3.40009 0.88668  0.050
H 4.74419 2.52123 -0.59111  0.065
H 3.13608 2.69344 -1.19531  0.057
H 3.84856 -1.34932 0.67820  0.064
H 5.37652 -1.11399 -0.10969  0.047
H 5.41887 1.17187 1.36695  0.052
H 5.88032 -0.37522 2.05072  0.072
H 4.27582 0.24610 2.35411  0.067
H 0.72401 -3.14816 -2.37910  0.119
H -3.05762 -1.49674 -0.74539  0.098
H -3.25438 -3.09107 -1.44770  0.135
H -2.87883 -3.47319 0.75449  0.141
H 0.00362 -3.86440 0.02878  0.080
H -1.25763 -4.73692 -0.89516  0.093
H -1.11824 -4.92835 0.84121  0.084
H -2.05390 -1.54396 1.46913  0.078
H -2.66556 3.49699 -0.54213  0.120
H -3.46825 2.09796 -1.21514  0.122
H -2.75011 1.52468 1.56190  0.139
H -3.66439 3.02659 1.49430  0.131
H -0.25376 3.29369 0.09860  0.121
Li -7.48880 2.58258 1.97969  0.939

Record 3
C39H134O28 | ωB97M-V/def2-TZVPD

As for the total charge: 0. The calculation puts the gap between HOMO and LUMO at 9.23 eV.

Last column: Löwdin charge in e.
Cartesian coordinates (Å):
O -19.33900 19.51328 -13.98729  -0.045
H -20.16956 19.04496 -13.90313  0.060
H -18.67039 18.84522 -13.83601  0.030
O -8.26759 26.40771 -14.03640  -0.053
H -8.75867 25.60154 -13.87777  -0.022
H -8.83965 26.93058 -14.59818  0.031
O -7.86480 26.57411 -11.22425  -0.068
H -7.93114 26.46954 -12.17341  -0.026
H -8.67562 26.19600 -10.88390  -0.023
O -19.71838 23.30817 -6.80510  -0.039
H -20.46758 23.80878 -6.48212  0.059
H -18.98571 23.92314 -6.76999  -0.003
O -9.69080 24.25007 -13.23398  -0.049
H -10.18927 24.38269 -12.42765  0.001
H -10.12604 23.51580 -13.66717  -0.002
O -10.53751 25.68315 -11.13555  -0.065
H -10.70102 26.50560 -11.59715  0.004
H -11.25550 25.61427 -10.50629  0.033
O -13.80457 19.95509 -12.14724  -0.054
H -14.07950 20.44269 -12.92370  0.013
H -13.44427 20.62053 -11.56107  0.001
O -16.91970 17.83723 -9.27589  -0.042
H -16.21666 18.17017 -8.71810  0.001
H -17.56155 17.47720 -8.66381  0.047
O -17.28577 19.30306 -16.09602  -0.043
H -18.02692 19.73145 -15.66777  -0.007
H -17.34544 19.57816 -17.01089  0.029
O -13.53224 20.64865 -14.89046  -0.030
H -13.81006 21.40144 -15.41232  0.003
H -13.96599 19.89982 -15.29955  0.079
O -16.94967 18.55362 -12.07083  -0.046
H -16.30664 19.26136 -12.02786  0.008
H -17.30838 18.50117 -11.18494  -0.011
O -12.89650 17.42440 -12.49728  -0.069
H -13.17184 18.30672 -12.74614  -0.027
H -13.35862 17.25116 -11.67712  0.019
O -11.32140 27.83309 -12.60872  -0.016
H -10.97235 27.91204 -13.49651  0.056
H -11.56083 28.72713 -12.36461  0.061
O -12.52155 19.46864 -8.96369  -0.011
H -11.77559 18.89375 -9.13479  0.076
H -13.00938 19.48030 -9.78717  0.053
O -20.11250 22.03166 -15.18498  -0.059
H -20.96582 21.60834 -15.27918  0.032
H -19.61438 21.44383 -14.61703  -0.016
C -15.15970 27.63869 -12.39779  -0.046
C -15.94246 28.74703 -11.72903  -0.496
C -16.08652 28.50964 -10.23633  -0.022
O -15.24184 29.93839 -12.01568  -0.042
H -14.12227 27.75317 -12.08355  0.062
H -15.14152 27.75312 -13.48162  0.057
H -15.55724 26.67234 -12.08757  0.086
H -16.91717 28.82541 -12.21059  0.132
H -16.92786 27.81666 -10.24090  0.079
H -16.32466 29.46647 -9.77172  0.093
H -15.23366 27.98561 -9.80492  0.050
H -15.00863 29.90151 -12.94619  0.071
C -13.48986 24.14577 -12.40625  0.019
C -14.22893 23.29973 -11.29788  -0.414
C -15.68619 22.86633 -11.44532  -0.032
O -13.41406 22.23387 -10.82765  -0.071
H -12.41356 24.10541 -12.23878  0.058
H -13.77471 25.19608 -12.34454  0.057
H -13.65916 23.71430 -13.39279  0.060
H -14.31347 23.95374 -10.43000  0.106
H -15.80603 22.12054 -12.23115  0.066
H -16.33436 23.71135 -11.67752  0.080
H -16.10254 22.40385 -10.55041  0.052
H -12.68715 22.60715 -10.32380  0.069
C -13.81376 19.55868 -5.56713  -0.029
C -15.03111 19.41655 -6.57022  -0.484
C -15.39107 20.67483 -7.29457  -0.036
O -14.69351 18.41025 -7.45122  -0.063
H -13.88128 20.51729 -5.05272  0.068
H -12.80158 19.56083 -5.97159  0.066
H -13.69728 18.77823 -4.81519  0.073
H -15.88641 19.02541 -6.01923  0.137
H -14.45803 20.92426 -7.79987  0.077
H -15.54693 21.52142 -6.62591  0.074
H -16.19570 20.66586 -8.02981  0.067
H -13.87773 18.69025 -7.87277  0.042
C -22.11517 25.16124 -13.05723  -0.032
C -21.05190 24.35546 -12.19846  -0.457
C -19.78941 25.15998 -11.79672  -0.057
O -21.68785 23.96191 -11.01529  -0.065
H -21.61025 25.64830 -13.89144  0.062
H -22.75007 25.83184 -12.47817  0.074
H -22.82659 24.53417 -13.59460  0.061
H -20.62083 23.45655 -12.63917  0.116
H -19.98584 25.99171 -11.12015  0.077
H -19.25291 25.55072 -12.66135  0.066
H -19.11735 24.53616 -11.20740  0.044
H -21.20239 23.24841 -10.59474  0.028
C -12.60901 25.88468 -7.52004  -0.023
C -12.98020 27.15674 -8.38639  -0.459
C -11.94611 28.24943 -8.23264  -0.043
O -13.11891 26.78037 -9.75452  -0.069
H -11.77718 25.36440 -7.99487  0.058
H -13.40875 25.16140 -7.67933  0.053
H -12.35179 26.10683 -6.48438  0.074
H -13.97304 27.44002 -8.03691  0.114
H -12.15958 29.09892 -8.88141  0.077
H -10.94827 28.01015 -8.60027  0.089
H -11.86637 28.60891 -7.20671  0.087
H -13.26737 27.63925 -10.15687  0.053
C -16.41502 22.84171 -15.99776  -0.020
C -15.17642 22.93958 -16.87313  -0.513
C -13.91403 23.61166 -16.37777  -0.017
O -14.84328 21.68043 -17.31797  -0.051
H -16.21315 22.53800 -14.97057  0.079
H -17.06652 22.05633 -16.38096  0.060
H -17.01269 23.75323 -16.00331  0.082
H -15.45219 23.31792 -17.85746  0.135
H -14.15702 24.55113 -15.88132  0.076
H -13.43637 23.91225 -17.31029  0.085
H -13.20396 23.01578 -15.80434  0.058
H -15.67832 21.30303 -17.60409  0.084
C -10.23084 24.06679 -5.50011  -0.042
C -9.17188 23.94711 -4.32691  -0.487
C -9.75312 23.17848 -3.11286  -0.054
O -8.10091 23.31269 -4.91188  -0.046
H -9.68120 24.55112 -6.30722  0.063
H -11.03961 24.72100 -5.17456  0.061
H -10.55222 23.08960 -5.86057  0.075
H -8.79367 24.91230 -3.99006  0.136
H -10.52559 23.76719 -2.61806  0.075
H -9.01002 22.94743 -2.34963  0.075
H -10.17875 22.23394 -3.45165  0.072
H -8.31977 22.37890 -4.95358  0.089
C -9.02102 20.91405 -9.56374  -0.034
C -9.76693 21.97078 -8.70102  -0.444
C -9.25851 23.40701 -8.93991  -0.036
O -11.16582 22.05938 -8.99697  -0.072
H -9.41569 19.91152 -9.39856  0.061
H -7.96298 20.92892 -9.30212  0.083
H -9.10778 21.05992 -10.64045  0.075
H -9.59988 21.68249 -7.66320  0.116
H -9.11080 23.67620 -9.98577  0.078
H -8.35187 23.45550 -8.33680  0.084
H -9.90154 24.11550 -8.41775  0.043
H -11.51225 21.16516 -8.95288  0.030
C -16.00252 24.97422 -5.87215  -0.036
C -16.72418 25.66702 -7.03340  -0.436
C -16.48248 24.98046 -8.37902  -0.029
O -18.15104 25.53028 -6.80094  -0.071
H -16.17521 25.49007 -4.92760  0.080
H -14.91458 24.90892 -5.88697  0.064
H -16.32551 23.93500 -5.81038  0.078
H -16.46695 26.71578 -7.18185  0.130
H -16.96933 25.53192 -9.18336  0.076
H -16.91703 23.98811 -8.25855  0.069
H -15.42606 24.95071 -8.64586  0.061
H -18.21750 25.93378 -5.93239  0.096
C -15.58824 27.16741 -16.25794  -0.056
C -16.18673 28.49457 -15.84083  -0.473
C -16.64151 29.40641 -17.01378  -0.055
O -17.35329 28.24729 -15.02849  -0.062
H -14.54880 27.21315 -16.58287  0.076
H -16.13173 26.67867 -17.06655  0.086
H -15.66105 26.52517 -15.38026  0.066
H -15.55530 29.16255 -15.25501  0.119
H -17.49908 28.92818 -17.48704  0.074
H -15.88370 29.63042 -17.76454  0.075
H -17.06221 30.36429 -16.70789  0.075
H -17.84157 27.57330 -15.50695  0.083
C -8.73307 21.95442 -15.11641  -0.025
C -10.25440 21.39043 -15.15058  -0.445
C -10.26549 20.04778 -14.46625  -0.062
O -11.12511 22.14821 -14.38179  -0.088
H -8.29940 21.42307 -15.96359  0.072
H -8.17355 21.74368 -14.20502  0.079
H -8.60024 23.00292 -15.38307  0.051
H -10.57938 21.37388 -16.19087  0.133
H -11.23212 19.54406 -14.47008  0.067
H -9.91315 20.05056 -13.43477  0.085
H -9.61882 19.32538 -14.96430  0.083
H -11.95684 21.66881 -14.37846  0.042
C -18.42802 21.70485 -9.72872  -0.066
C -19.82689 21.16801 -9.68287  -0.469
C -19.87192 19.96157 -8.71640  -0.027
O -20.67226 22.19872 -9.22905  -0.069
H -18.49352 22.49428 -10.47747  0.072
H -17.77602 20.87486 -10.00093  0.071
H -18.05420 22.07183 -8.77284  0.068
H -20.19305 20.95134 -10.68640  0.144
H -19.54023 20.29439 -7.73288  0.081
H -19.11916 19.27091 -9.09646  0.051
H -20.88026 19.55537 -8.63675  0.082
H -20.32064 22.58698 -8.42455  0.045
C -9.62397 26.40353 -18.72599  -0.066
C -10.76248 25.90291 -17.89341  -0.492
C -10.31165 24.93843 -16.79956  -0.043
O -11.54738 26.94616 -17.28424  -0.064
H -9.86327 26.89346 -19.66982  0.078
H -8.86192 25.64634 -18.91044  0.086
H -9.04425 27.14756 -18.17969  0.083
H -11.46034 25.41807 -18.57607  0.125
H -10.11540 23.94762 -17.20929  0.085
H -11.12641 24.86784 -16.07894  0.074
H -9.41713 25.28352 -16.28105  0.069
H -11.75574 27.57433 -17.97965  0.079

Question: What is the formula in the second record?
Answer: C18H23BrF3LiN2O2P

Question: Look up the gap between HOMO and LUMO of the first one.
Answer: 10.29 eV